C4H9NO as an isolated structure in a non-equilibrium geometry. Source: the OMol25 dataset; level of theory: ωB97M-V/def2-TZVPD.

Structure (XYZ):
```
15
Properties=species:S:1:pos:R:3
C -2.327 -0.062 -0.266
C -0.976 0.689 0.062
C 0.258 -0.259 0.380
C 1.616 0.389 0.135
H -1.970 -1.136 -1.017
H -2.605 -0.347 0.982
H -3.195 0.726 -0.937
H -0.768 1.270 -0.825
H -1.092 1.489 0.863
H 0.211 -0.709 1.574
H 0.243 -1.279 -0.238
H 2.472 -1.576 0.061
H 3.633 -0.167 -0.398
N 2.687 -0.585 -0.295
O 1.812 1.558 -0.080
```

Output
E_LUMO ... 0.0296 Ha
Orbital gap ... 10.76 eV
Relative energy (zero: lowest compared OMol25 entry of this formula, charge and spin) ... 370.4 kJ/mol
DFT total energy ... -287.69139 hartree
Molecular weight ... 87.1 g/mol

Atom charges from the natural (NBO) analysis, given in e for atoms 1 to 4: atom 1 (C): -0.63, atom 2 (C): -0.44, atom 3 (C): -0.51, atom 4 (C): 0.68